No. 1
{
  "formula": "C5H11NO2",
  "method": "ωB97M-V/def2-TZVPD",
  "max_force_ev_per_a": 2.8,
  "de_lowest_kj_mol": 445.4,
  "spin_multiplicity": 1,
  "energy_ha": -402.20848,
  "symbols": ["C", "C", "C", "O", "O", "H", "H", "H", "H", "H", "H", "N", "C", "C", "H", "H", "H", "H", "H"],
  "coordinates": [[-1.7977, -0.4120, -1.4155], [-0.3749, 0.5407, 0.5176], [-0.9735, -0.6321, -0.1875], [-0.5409, 0.4394, 1.8966], [-0.7533, 1.8174, 0.0395], [0.3538, 0.6107, 2.2707], [-1.5846, 2.0358, 0.4811], [-1.2704, -1.4614, 0.4467], [-1.3276, 0.3051, -2.0911], [-2.7733, 0.0009, -1.1328], [-1.9736, -1.3467, -1.9516], [0.7648, -1.1374, -0.6314], [1.1779, 0.3295, 0.0942], [2.2009, 0.3135, 1.0537], [1.2042, -1.1737, -1.5516], [1.0835, -1.8318, 0.0393], [1.3570, 0.9985, -0.7471], [2.2226, -0.4313, 1.8401], [3.0052, 1.0351, 1.0292]],
  "forces_ev_per_angstrom": [[0.0, -0.1, -0.2], [1.2, 0.3, 0.5], [1.8, -0.8, -1.2], [0.0, -0.1, -0.4], [-0.3, -0.6, 0.1], [0.1, 0.1, -0.1], [0.1, 0.1, 0.0], [0.0, 0.1, 0.0], [0.0, 0.0, 0.1], [0.1, 0.0, 0.1], [0.0, 0.1, 0.1], [-1.7, 1.8, 1.4], [-0.8, 0.2, 0.0], [-0.1, -0.1, 0.1], [-0.4, -0.6, 0.1], [0.1, -0.2, -0.5], [0.0, 0.1, 0.1], [-0.1, 0.0, 0.1], [0.0, -0.2, -0.2]],
  "lowdin_charge": [-0.061, -0.590, -0.072, 0.011, 0.026, 0.084, 0.108, 0.133, 0.089, 0.095, 0.081, 0.139, -0.310, -0.092, 0.111, 0.103, 0.124, 0.010, 0.009]
}

***

No. 2
{
  "formula": "C3H2CuO3",
  "method": "ωB97M-V/def2-TZVPD",
  "max_force_ev_per_a": 6.7,
  "total_charge": 1,
  "de_lowest_kj_mol": 236.0,
  "spin_multiplicity": 1,
  "energy_ha": -1981.31326,
  "symbols": ["C", "C", "O", "H", "H", "C", "O", "O", "Cu"],
  "coordinates": [[-3.8384, 0.5569, -0.1164], [-3.1092, 1.5351, 0.3854], [-1.9585, 1.8720, 0.4838], [-4.6195, 1.3857, -0.4679], [-4.1558, -0.2861, 0.4949], [-0.4257, 0.0400, -0.3701], [-1.4401, -0.4967, -0.6614], [0.7430, 0.1376, -0.3614], [2.8109, -0.0990, -0.5344]],
  "forces_ev_per_angstrom": [[-3.8, 3.3, 0.2], [6.2, -2.6, 0.0], [-2.4, 1.7, 0.7], [0.1, -2.3, -0.5], [-0.2, 0.2, -0.2], [-3.0, -4.0, -2.6], [2.6, 2.2, 1.4], [1.1, 1.4, 0.9], [-0.6, 0.1, 0.1]],
  "lowdin_charge": [0.038, -0.253, 0.073, 0.137, 0.088, -0.300, 0.231, 0.143, 0.844]
}

***

No. 3
{
  "formula": "C8H17Br6NO2",
  "method": "ωB97M-V/def2-TZVPD",
  "max_force_ev_per_a": 2.2,
  "spin_multiplicity": 1,
  "energy_ha": -15964.20401,
  "symbols": ["C", "O", "C", "C", "N", "C", "C", "O", "C", "H", "H", "H", "H", "H", "H", "H", "H", "H", "H", "H", "H", "H", "H", "H", "C", "Br", "Br", "Br", "H", "C", "Br", "Br", "Br", "H"],
  "coordinates": [[2.0113, -1.4130, -0.2590], [0.7215, -0.7987, -0.0849], [0.6692, -0.0614, 1.0882], [-0.6126, 0.7865, 1.1776], [-0.5759, 2.1264, 0.5345], [-0.6969, 2.1451, -0.9626], [-0.0075, 3.4501, -1.5444], [1.4135, 3.6331, -1.1670], [2.2764, 2.5829, -1.6980], [1.9247, -2.2669, -0.9309], [2.4235, -1.8733, 0.6389], [2.7356, -0.6404, -0.5169], [1.5469, 0.5576, 1.2746], [0.5638, -0.7578, 1.9201], [-0.6102, 1.1233, 2.2143], [-1.5162, 0.2307, 0.9274], [0.3409, 2.5381, 0.6347], [-1.7711, 2.1108, -1.1441], [-0.1872, 1.3331, -1.4812], [-0.6768, 4.2505, -1.2290], [-0.0862, 3.4781, -2.6312], [2.0110, 1.5445, -1.4997], [3.2554, 2.5470, -1.2200], [2.4033, 2.6283, -2.7796], [-2.8073, -1.9541, 3.2256], [-2.4925, -0.2985, 4.3855], [-1.2627, -2.7436, 2.1898], [-4.3763, -1.5704, 2.0129], [-3.1562, -2.7606, 3.8705], [-0.6242, -3.9041, -1.2521], [0.2260, -3.3054, -2.9504], [-0.4717, -5.9018, -1.1426], [-2.5449, -3.3640, -1.1552], [-0.0466, -3.4521, -0.4458]],
  "forces_ev_per_angstrom": [[-0.5, 0.1, 0.5], [1.1, -1.0, -1.0], [-1.6, 0.1, 0.8], [1.5, 1.7, 0.2], [0.2, -0.4, -2.1], [1.0, 0.7, 0.4], [-0.4, -1.0, 0.4], [-0.9, -1.4, -0.3], [-0.3, -0.1, 0.2], [0.1, 0.6, -0.6], [-0.4, 0.1, 0.7], [0.1, -0.2, -0.6], [0.2, 0.2, -0.3], [0.4, -0.1, 0.3], [-0.5, -0.7, 0.4], [0.1, 0.1, 0.0], [0.3, 0.0, 0.8], [0.1, 0.2, -0.7], [-0.2, -0.6, 0.3], [1.0, 0.6, 0.5], [0.1, -0.4, -0.2], [-1.1, 0.0, 0.2], [0.1, 1.2, 0.1], [-0.1, 0.4, -0.1], [-0.4, 0.6, -0.5], [0.1, -1.8, -1.2], [-1.3, 0.9, 1.2], [1.3, -0.3, 0.8], [0.3, 0.4, 0.0], [-0.5, -0.6, -1.0], [-0.6, -0.3, 1.0], [-0.1, 1.4, 0.1], [1.5, -0.3, -0.2], [-0.4, -0.1, -0.1]],
  "lowdin_charge": [-0.099, -0.217, -0.289, -0.195, -0.054, -0.190, -0.166, -0.191, -0.098, 0.034, 0.087, 0.084, 0.127, 0.051, 0.087, 0.106, 0.080, 0.111, 0.088, 0.110, 0.108, 0.055, 0.084, 0.086, -1.362, 0.514, 0.594, 0.489, -0.037, -1.475, 0.548, 0.507, 0.499, -0.076]
}

***

No. 4
{
  "formula": "C6H4O2",
  "method": "ωB97M-V/def2-TZVPD",
  "smiles": "C#CC#CC(=O)OC",
  "max_force_ev_per_a": 4.2,
  "de_lowest_kj_mol": 325.9,
  "spin_multiplicity": 1,
  "energy_ha": -381.35492,
  "symbols": ["C", "C", "C", "C", "C", "C", "H", "H", "H", "H", "O", "O"],
  "coordinates": [[1.1452, 2.3467, 0.8210], [1.1052, 0.1715, -0.3108], [0.1397, -0.7597, -0.6871], [-0.7425, -1.6057, -0.6832], [-1.8228, -2.4917, -0.8315], [-2.8554, -3.0830, -0.5876], [2.2892, 2.3253, 0.6219], [0.6417, 3.2408, 0.5837], [0.9063, 2.1562, 1.8958], [-3.7023, -3.6482, -0.4531], [0.5856, 1.3454, -0.0130], [2.3100, 0.0023, -0.3563]],
  "forces_ev_per_angstrom": [[2.8, -1.6, 0.6], [3.8, 1.8, -0.1], [-2.9, -2.9, 0.1], [0.5, 0.5, -1.0], [-0.3, 0.5, 1.3], [2.5, 1.2, -0.9], [-1.9, 0.6, 0.6], [-0.2, 1.1, -0.6], [0.4, -0.3, -0.8], [-1.4, -0.9, 0.2], [-2.5, 0.5, 0.3], [-0.8, -0.6, 0.3]],
  "lowdin_charge": [-0.033, -0.544, 0.116, 0.015, -0.105, 0.157, 0.128, 0.069, 0.105, 0.016, -0.041, 0.118]
}

***

No. 5
{
  "formula": "C7H6FN3",
  "method": "ωB97M-V/def2-TZVPD",
  "smiles": "Cc1ncn2ccnc2c1F",
  "max_force_ev_per_a": 5.7,
  "spin_multiplicity": 1,
  "energy_ha": -534.37727,
  "symbols": ["C", "C", "C", "C", "C", "C", "C", "N", "N", "N", "F", "H", "H", "H", "H", "H", "H"],
  "coordinates": [[3.1150, 0.3256, 0.1064], [2.4766, -0.8671, -0.0839], [1.0345, 0.7156, 0.1396], [0.0624, -1.3856, -0.2472], [-0.6835, 1.2114, 0.0132], [-1.5740, 0.1940, 0.0557], [-3.0338, 0.3744, 0.0689], [2.1627, 1.3190, 0.2607], [-1.1583, -1.0758, -0.1438], [1.1462, -0.6275, -0.1364], [-0.8640, 2.5769, 0.1795], [4.1974, 0.3210, 0.3474], [3.0037, -1.7509, -0.3424], [0.3445, -2.4530, -0.2966], [-3.3037, 1.0147, 0.8753], [-3.3623, -0.6975, -0.0966], [-3.5635, 0.8048, -0.6997]],
  "forces_ev_per_angstrom": [[-0.4, -1.2, 0.9], [2.1, 0.0, -0.7], [-5.2, 1.9, -1.1], [-0.1, -3.6, 0.3], [5.4, 0.3, 1.6], [0.5, 3.0, -1.6], [0.1, -2.5, 0.6], [0.5, 0.8, 0.3], [0.2, -1.1, -0.1], [0.3, 2.4, 0.6], [-0.2, -2.5, -0.4], [-0.9, 0.9, -0.5], [-0.3, -1.0, 0.0], [-0.5, 0.4, -0.3], [-0.7, -0.4, 1.4], [-0.4, 1.1, 1.6], [-0.2, 1.6, -2.6]],
  "lowdin_charge": [-0.114, -0.085, -0.149, -0.148, 0.006, -0.334, -0.025, 0.100, 0.117, -0.019, 0.033, 0.117, 0.110, 0.148, 0.080, 0.112, 0.050]
}